{"formula": "C22H38O7", "method": "the ωB97M-V functional and the def2-TZVPD basis", "species": ["C", "C", "C", "C", "C", "C", "C", "C", "C", "C", "C", "C", "C", "C", "C", "C", "O", "O", "C", "C", "O", "C", "O", "C", "O", "C", "O", "C", "O", "H", "H", "H", "H", "H", "H", "H", "H", "H", "H", "H", "H", "H", "H", "H", "H", "H", "H", "H", "H", "H", "H", "H", "H", "H", "H", "H", "H", "H", "H", "H", "H", "H", "H", "H", "H", "H", "H"], "xyz": [[-5.890, -3.109, 0.242], [-5.235, -1.898, -0.412], [-4.739, -0.890, 0.624], [-3.999, 0.281, -0.023], [-3.256, 1.122, 1.013], [-2.655, 2.404, 0.438], [-1.601, 2.156, -0.642], [-0.843, 3.435, -1.011], [0.276, 3.771, -0.020], [1.547, 2.971, -0.300], [2.556, 3.079, 0.842], [3.906, 2.436, 0.517], [3.769, 0.976, 0.091], [5.108, 0.241, 0.074], [5.053, -1.046, -0.746], [4.108, -2.114, -0.266], [3.830, -3.088, -0.925], [3.639, -1.912, 0.968], [2.786, -2.905, 1.533], [1.393, -3.014, 0.878], [1.354, -3.918, -0.176], [0.863, -1.613, 0.451], [1.577, -1.110, -0.661], [0.754, -0.976, -1.731], [1.110, -0.579, -2.809], [-0.597, -1.358, -1.320], [-1.660, -1.306, -2.167], [-0.559, -1.704, -0.022], [-1.522, -2.109, 0.816], [-6.237, -3.811, -0.513], [-6.744, -2.802, 0.842], [-5.185, -3.624, 0.891], [-4.398, -2.229, -1.034], [-5.953, -1.409, -1.073], [-5.591, -0.511, 1.194], [-4.079, -1.393, 1.337], [-4.716, 0.911, -0.555], [-3.292, -0.101, -0.760], [-3.952, 1.393, 1.812], [-2.461, 0.521, 1.463], [-3.454, 3.020, 0.019], [-2.202, 2.969, 1.256], [-2.089, 1.761, -1.534], [-0.893, 1.401, -0.291], [-1.556, 4.261, -1.057], [-0.404, 3.324, -2.004], [0.507, 4.837, -0.078], [-0.065, 3.568, 0.997], [2.003, 3.332, -1.224], [1.285, 1.923, -0.452], [2.138, 2.603, 1.732], [2.716, 4.134, 1.079], [4.394, 3.001, -0.280], [4.543, 2.497, 1.403], [3.330, 0.928, -0.905], [3.094, 0.466, 0.778], [5.865, 0.888, -0.377], [5.422, 0.019, 1.095], [4.764, -0.825, -1.777], [6.044, -1.510, -0.787], [3.268, -3.887, 1.463], [2.689, -2.613, 2.580], [0.689, -3.392, 1.631], [2.152, -3.786, -0.727], [0.981, -0.919, 1.292], [-1.323, -1.025, -3.030], [-2.364, -2.146, 0.337]], "forces_ev_per_angstrom": [[0.045, 0.132, -0.228], [-0.085, -0.067, 0.395], [0.015, 0.082, -0.556], [0.086, -0.071, 0.496], [-0.133, 0.256, -0.272], [0.171, -0.306, 0.068], [-0.158, 0.351, -0.013], [0.031, -0.083, 0.139], [0.028, -0.115, -0.337], [-0.085, 0.214, 0.434], [0.174, -0.039, -0.321], [-0.269, -0.151, 0.132], [0.366, 0.307, 0.109], [-0.272, -0.090, -0.139], [0.079, 0.175, 0.159], [0.235, -0.117, -0.193], [0.011, -0.082, -0.046], [0.186, 0.337, 0.096], [-0.421, -0.538, 0.030], [0.316, 0.540, 0.050], [-0.018, -0.210, -0.476], [-0.440, -0.619, 0.620], [0.375, 0.065, -0.264], [-0.385, 0.025, -0.166], [-0.006, -0.075, 0.210], [-0.105, -0.065, 0.461], [0.242, -0.072, 0.192], [0.202, 0.379, -0.891], [-0.069, -0.062, -0.033], [-0.065, -0.133, 0.002], [-0.098, -0.021, 0.091], [0.038, -0.092, 0.091], [0.031, 0.044, -0.106], [0.059, 0.029, -0.107], [0.011, -0.033, 0.130], [0.008, -0.024, 0.137], [-0.024, 0.032, -0.119], [0.003, 0.015, -0.119], [0.004, -0.058, 0.093], [0.020, -0.054, 0.082], [-0.028, 0.098, 0.008], [-0.019, 0.112, 0.011], [0.029, -0.143, -0.022], [0.049, -0.154, -0.013], [-0.042, 0.030, -0.092], [-0.005, 0.080, -0.074], [0.023, 0.032, 0.103], [-0.013, 0.050, 0.115], [0.013, -0.050, -0.126], [0.013, -0.110, -0.107], [-0.034, 0.020, 0.086], [-0.057, 0.033, 0.088], [0.097, 0.048, -0.015], [0.106, 0.034, -0.012], [-0.122, -0.050, -0.028], [-0.120, -0.014, -0.048], [0.057, -0.006, 0.039], [0.083, 0.061, 0.017], [0.015, -0.093, 0.024], [-0.073, -0.072, -0.056], [-0.073, 0.154, 0.080], [0.017, -0.014, -0.104], [0.146, 0.108, 0.024], [-0.175, -0.004, 0.275], [-0.063, 0.039, -0.089], [0.020, 0.005, -0.007], [0.055, 0.000, 0.087]], "nbo_charge": [-0.60, -0.39, -0.39, -0.41, -0.39, -0.39, -0.40, -0.39, -0.39, -0.40, -0.39, -0.38, -0.41, -0.38, -0.51, 0.84, -0.64, -0.51, -0.11, 0.07, -0.73, 0.04, -0.50, 0.75, -0.59, 0.07, -0.67, 0.30, -0.65, 0.21, 0.20, 0.20, 0.19, 0.20, 0.20, 0.18, 0.20, 0.21, 0.20, 0.19, 0.19, 0.20, 0.20, 0.19, 0.20, 0.20, 0.20, 0.19, 0.20, 0.20, 0.19, 0.20, 0.19, 0.20, 0.21, 0.20, 0.21, 0.20, 0.24, 0.24, 0.21, 0.20, 0.20, 0.51, 0.21, 0.51, 0.50], "smiles": "CCCCCCCCCCCCCCCC(=O)OC[C@H](O)[C@H]1OC(=O)C(O)=C1O", "homo_lumo_gap_ha": 0.35191, "max_force_ev_per_a": 1.0, "mol_weight_g_mol": 414.54, "e_above_lowest_kcal_mol": 2.3, "energy_ha": -1387.8116, "lumo_energy_ev": 0.6, "spin_multiplicity": 1, "homo_energy_ev": -9.0}